{
  "formula": "C42H40F6N5SSbY",
  "method": "the ωB97M-V functional and the def2-TZVPD basis",
  "s2": 0.80,
  "total_charge": 0,
  "relative_energy_kcal_mol": 0.00,
  "spin_multiplicity": 2,
  "e_homo_ev": [-6.86, -6.85],
  "symbols": ["Y", "C", "C", "N", "C", "C", "C", "C", "C", "C", "C", "N", "C", "C", "C", "C", "C", "C", "C", "C", "N", "C", "H", "H", "H", "H", "H", "H", "H", "H", "H", "H", "H", "H", "N", "S", "C", "C", "C", "C", "C", "C", "C", "C", "C", "C", "C", "C", "H", "H", "H", "H", "H", "H", "H", "H", "H", "H", "H", "F", "Sb", "F", "F", "F", "F", "F", "C", "C", "C", "C", "C", "C", "C", "C", "C", "C", "C", "C", "N", "H", "H", "H", "H", "H", "H", "H", "H", "H", "H", "H", "H", "H", "H", "H", "H", "H"],
  "positions_angstrom": [[0.4722, -0.1156, 0.5499], [0.1040, -0.5400, 5.2816], [0.7027, -0.3267, 4.0262], [0.0568, 0.1820, 3.0051], [-1.2439, 0.5872, 3.1721], [-1.9448, 0.3302, 4.3638], [-1.2197, -0.2517, 5.4304], [-3.3058, 0.7051, 4.4746], [-3.8954, 1.3555, 3.4268], [-3.1850, 1.6727, 2.2532], [-1.8539, 1.3211, 2.0918], [-1.0601, 1.5488, 1.0019], [-1.2220, 2.6335, 0.1788], [-1.9164, 3.7984, 0.4659], [-1.9284, 4.8955, -0.4144], [-1.2521, 4.8712, -1.5981], [-0.5119, 3.7132, -1.9319], [0.2538, 3.6300, -3.1165], [0.9872, 2.5141, -3.3812], [0.9532, 1.4575, -2.4572], [0.2341, 1.4787, -1.3589], [-0.5065, 2.5981, -1.0707], [0.6918, -0.9565, 6.0878], [1.7361, -0.6094, 3.8555], [-1.7302, -0.4433, 6.3672], [-3.8451, 0.4956, 5.3904], [-4.9351, 1.6572, 3.5010], [-3.6965, 2.1877, 1.4515], [-2.4240, 3.8978, 1.4137], [-2.4811, 5.7823, -0.1275], [-1.2515, 5.7183, -2.2724], [0.2611, 4.4760, -3.7946], [1.6060, 2.4295, -4.2634], [1.5591, 0.5776, -2.6240], [-1.7936, -1.2172, 0.1958], [-2.9758, -1.6932, 1.1347], [-4.5184, -1.5206, 0.2484], [-5.5248, -0.7585, 0.8169], [-6.7137, -0.5750, 0.1186], [-6.8756, -1.1451, -1.1334], [-5.8568, -1.9100, -1.6960], [-4.6756, -2.1042, -1.0035], [-2.9326, -3.4847, 1.2077], [-3.9292, -4.1790, 1.8864], [-3.8438, -5.5582, 1.9676], [-2.7749, -6.2314, 1.3786], [-1.7875, -5.5253, 0.7110], [-1.8642, -4.1388, 0.6273], [-1.8200, -1.7270, -0.6840], [-5.3756, -0.3108, 1.7918], [-7.5084, 0.0174, 0.5537], [-7.7994, -0.9973, -1.6783], [-5.9899, -2.3574, -2.6729], [-3.8838, -2.7138, -1.4276], [-4.7640, -3.6530, 2.3364], [-4.6127, -6.1139, 2.4897], [-2.7179, -7.3105, 1.4476], [-0.9455, -6.0379, 0.2594], [-1.0906, -3.5623, 0.1372], [2.0714, 1.7577, 0.9532], [3.8299, 1.2272, 0.3673], [4.6610, 2.6976, 1.1513], [3.9026, 0.2188, 1.9536], [5.3861, 0.4180, -0.2636], [2.7230, -0.2018, -0.3505], [3.5708, 2.1446, -1.2471], [1.1221, -1.9190, -2.6587], [0.7819, -3.3942, -2.4722], [-0.7191, -3.6285, -2.6743], [1.2596, -4.0795, -1.1983], [1.6490, -5.3991, -1.3522], [2.0444, -6.1807, -0.2727], [2.0526, -5.6267, 1.0052], [1.6762, -4.3172, 1.2312], [1.7310, -3.8068, 2.6589], [2.7578, -2.6852, 2.8257], [0.3550, -3.4539, 3.2275], [1.2593, -3.4736, 0.1245], [0.8869, -2.2247, 0.3180], [0.9579, -1.6325, -3.7014], [2.1570, -1.7018, -2.3900], [0.4858, -1.2988, -2.0301], [1.2875, -3.9303, -3.2801], [-1.2938, -3.1633, -1.8703], [-0.9610, -4.6932, -2.6716], [-1.0519, -3.1986, -3.6228], [1.6492, -5.8333, -2.3472], [2.3502, -7.2087, -0.4250], [2.3646, -6.2369, 1.8459], [2.0941, -4.6491, 3.2556], [2.4886, -1.7956, 2.2579], [3.7392, -3.0001, 2.4679], [2.8590, -2.4132, 3.8812], [-0.1131, -2.6421, 2.6700], [0.4462, -3.1525, 4.2751], [-0.3123, -4.3173, 3.1874]]
}

---

{
  "formula": "CF5N",
  "method": "the ωB97M-V functional and the def2-TZVPD basis",
  "total_charge": 0,
  "relative_energy_kcal_mol": 68.24,
  "e_homo_ev": [-9.55, -10.91],
  "symbols": ["C", "N", "F", "F", "F", "F", "F"],
  "positions_angstrom": [[-1.0809, -0.1900, 0.0732], [1.5636, -0.0937, -0.3569], [-1.5800, -0.7641, -1.0637], [-1.1391, -0.8912, 1.1464], [-1.5419, 0.9717, 0.3174], [1.5008, 1.1137, -0.8913], [2.2776, -0.1465, 0.7750]]
}

---

{
  "formula": "C2H3F2N",
  "method": "the ωB97M-V functional and the def2-TZVPD basis",
  "total_charge": 0,
  "relative_energy_kcal_mol": 22.22,
  "e_homo_ev": -11.50,
  "symbols": ["C", "C", "N", "F", "F", "H", "H", "H"],
  "positions_angstrom": [[-1.0075, 0.9019, 0.7108], [1.7699, -0.1869, -0.7713], [-1.9610, 0.2339, 0.7081], [1.8990, -0.1553, -2.0786], [2.9737, -0.0033, -0.2323], [1.4962, -1.1053, -0.3839], [1.2389, 0.7096, -0.3336], [-2.7757, -0.1786, 0.9607]]
}

---

{
  "formula": "C2H4FORb",
  "method": "the ωB97M-V functional and the def2-TZVPD basis",
  "total_charge": 0,
  "relative_energy_kcal_mol": 0.00,
  "e_homo_ev": -5.50,
  "symbols": ["O", "C", "C", "H", "H", "H", "F", "Rb", "H"],
  "positions_angstrom": [[-0.5538, -1.0112, 0.3897], [-1.9423, -0.8556, -0.0038], [-1.2013, 0.2172, 0.6394], [-2.6457, -1.4435, 0.5887], [-2.0924, -0.8036, -1.0848], [-1.3537, 0.5590, 1.6644], [-0.7534, 1.2205, -0.1743], [2.1403, -0.6074, -1.2828], [2.0765, 1.0840, 0.8252]]
}

---

{
  "formula": "C30H50ClF5OP2Si2V",
  "method": "the ωB97M-V functional and the def2-TZVPD basis",
  "s2": 0.76,
  "total_charge": 0,
  "spin_multiplicity": 2,
  "e_homo_ev": [-7.00, -7.00],
  "symbols": ["V", "C", "C", "C", "Si", "C", "C", "Si", "H", "H", "H", "Cl", "C", "C", "C", "C", "H", "H", "H", "H", "H", "H", "H", "H", "H", "H", "H", "H", "C", "C", "P", "H", "H", "P", "H", "H", "C", "C", "C", "C", "C", "H", "C", "H", "H", "H", "H", "H", "H", "H", "C", "C", "H", "H", "H", "H", "H", "H", "H", "C", "C", "H", "H", "H", "H", "H", "H", "C", "C", "H", "H", "H", "H", "H", "H", "H", "C", "H", "H", "H", "F", "C", "C", "F", "C", "F", "C", "O", "C", "F", "C", "F"],
  "positions_angstrom": [[-0.2501, 0.0182, -0.0047], [-1.0996, -0.0068, 1.9432], [-1.5218, 1.1610, 1.2524], [-2.2202, 0.7039, 0.0712], [-1.3429, 2.8662, 2.0493], [-2.2002, -0.7267, 0.0680], [-1.4580, -1.1862, 1.2247], [-1.1676, -2.8896, 1.9796], [-0.7644, -0.0132, 2.9810], [-2.8659, 1.3374, -0.5336], [-2.8098, -1.3698, -0.5545], [2.3817, 0.5015, -4.2324], [-0.7235, -2.7751, 3.7984], [-2.6134, -4.0529, 1.7928], [-1.0403, 2.7904, 3.8985], [-2.8007, 3.9900, 1.7450], [-3.4989, -3.6387, 2.2995], [-2.3743, -5.0076, 2.2864], [-2.8729, -4.2655, 0.7491], [0.2679, -2.3312, 3.9338], [-0.7021, -3.7957, 4.2172], [-1.4629, -2.1811, 4.3465], [-3.7053, 3.5564, 2.2008], [-2.9916, 4.1769, 0.6818], [-2.6161, 4.9549, 2.2411], [-1.8372, 2.2358, 4.4053], [-1.0157, 3.8229, 4.2922], [-0.0742, 2.3254, 4.1220], [0.3861, -3.4352, 1.0703], [0.2557, 3.4699, 1.2475], [0.4280, -2.5940, -0.5414], [0.3923, -4.5337, 0.9933], [1.2619, -3.0820, 1.6414], [0.4361, 2.6143, -0.3493], [1.0769, 3.1462, 1.9088], [0.2293, 4.5691, 1.1642], [2.1193, 3.0923, -0.9198], [-0.8234, 3.4922, -1.4353], [-0.8993, -3.4584, -1.5377], [2.0190, -3.1896, -1.2691], [3.0219, -2.0435, -1.1313], [1.7997, -3.3548, -2.3351], [2.5415, -4.4875, -0.6510], [2.8350, -4.3371, 0.3986], [3.4445, -4.7992, -1.1969], [1.8128, -5.3053, -0.6984], [2.7600, -1.1781, -1.7556], [4.0223, -2.3722, -1.4295], [3.0776, -1.6994, -0.0921], [-1.8318, -3.2479, -0.9909], [-0.6819, -4.9661, -1.5979], [-1.0004, -2.8483, -2.9360], [-0.6609, -5.4421, -0.6111], [0.2526, -5.2134, -2.1122], [-1.4967, -5.4240, -2.1711], [-1.2485, -1.7771, -2.9039], [-1.7960, -3.3517, -3.5017], [-0.0658, -2.9663, -3.5012], [-1.7950, 3.2761, -0.9594], [-0.8410, 2.9022, -2.8434], [-0.6002, 5.0010, -1.4805], [-0.6045, 5.4702, -0.4912], [-1.4011, 5.4627, -2.0747], [0.3489, 5.2427, -1.9752], [-1.1201, 1.8413, -2.8502], [0.1329, 3.0030, -3.3416], [-1.5777, 3.4330, -3.4612], [3.0844, 1.9475, -0.5919], [2.5918, 4.4405, -0.3775], [2.0053, 3.1393, -2.0136], [2.7451, 4.3997, 0.7086], [1.8902, 5.2521, -0.6086], [3.5604, 4.6769, -0.8385], [3.0689, 1.6818, 0.4743], [4.1070, 2.2292, -0.8613], [2.8474, 1.0308, -1.1577], [0.6562, 0.0717, -4.1582], [0.2513, 0.1734, -3.1449], [0.1993, 0.7428, -4.9030], [0.5975, -0.9418, -4.5281], [3.1429, -1.2907, 6.6933], [2.9353, -1.0649, 5.3932], [2.4954, 0.1758, 4.9539], [2.1715, 1.1344, 5.8431], [2.4579, 0.4382, 3.6106], [2.2077, 1.7156, 3.2013], [2.6139, -0.5625, 2.6281], [2.2628, -0.4177, 1.4028], [3.1853, -1.7767, 3.1262], [3.6481, -2.7207, 2.2285], [3.3096, -2.0418, 4.4693], [3.7885, -3.2405, 4.8914]]
}

---

{
  "formula": "C38H28GeN4O4PdS",
  "method": "the ωB97M-V functional and the def2-TZVPD basis",
  "total_charge": 0,
  "relative_energy_kcal_mol": 0.00,
  "e_homo_ev": -7.51,
  "symbols": ["Pd", "O", "C", "O", "C", "C", "C", "C", "C", "N", "C", "O", "O", "H", "H", "H", "N", "C", "C", "C", "C", "C", "C", "S", "N", "C", "C", "C", "C", "C", "C", "N", "H", "H", "H", "H", "H", "H", "H", "H", "H", "C", "Ge", "C", "C", "C", "C", "C", "C", "C", "C", "C", "C", "C", "C", "C", "C", "C", "C", "C", "C", "H", "H", "H", "H", "H", "H", "H", "H", "H", "H", "H", "H", "H", "H", "H", "H"],
  "positions_angstrom": [[0.7996, 1.0403, -1.1377], [3.1790, -0.3967, -4.0349], [2.3524, 0.1229, -3.3209], [2.5098, 0.4400, -2.0634], [0.9750, 0.4638, -3.8613], [0.5428, 0.3236, -5.1630], [-0.7689, 0.6804, -5.4612], [-1.6143, 1.1547, -4.4647], [-1.1224, 1.2587, -3.1778], [0.1379, 0.9211, -2.9355], [-1.8917, 1.6694, -1.9224], [-2.9546, 2.2427, -2.0333], [-1.2953, 1.2950, -0.8356], [1.2341, -0.0639, -5.8986], [-1.1343, 0.5845, -6.4753], [-2.6390, 1.4458, -4.6507], [-0.5096, 4.1290, 1.6481], [-1.4443, 5.0390, 1.1048], [-2.4128, 5.5961, 1.9217], [-3.3456, 6.4857, 1.4023], [-3.3185, 6.8059, 0.0589], [-2.3526, 6.2353, -0.7619], [-1.4117, 5.3655, -0.2423], [-0.1640, 4.6863, -1.2937], [0.5012, 3.4600, -0.3615], [0.2929, 3.3272, 0.8768], [1.0061, 2.2163, 1.5772], [1.2803, 2.2978, 2.9254], [2.1007, 1.3362, 3.5094], [2.5656, 0.3027, 2.7393], [2.1693, 0.2046, 1.4006], [1.4417, 1.1778, 0.8348], [-0.6598, 3.8738, 2.6067], [-2.4368, 5.3343, 2.9744], [-4.0959, 6.9144, 2.0535], [-4.0460, 7.4890, -0.3588], [-2.3316, 6.4691, -1.8201], [0.9168, 3.1198, 3.5238], [2.3629, 1.4066, 4.5566], [3.1984, -0.4707, 3.1536], [3.2326, -1.6020, 1.0976], [2.4453, -1.0211, 0.6183], [0.8736, -2.2581, 0.5463], [0.1545, -2.5110, -1.2500], [0.4473, -3.6722, -1.9661], [-0.0800, -3.8814, -3.2338], [-0.9200, -2.9354, -3.8042], [-1.2370, -1.7832, -3.0974], [-0.7053, -1.5751, -1.8320], [1.6277, -3.9396, 1.2164], [2.7507, -4.4864, 0.5879], [3.3972, -5.5967, 1.1119], [2.9383, -6.1745, 2.2890], [1.8293, -5.6421, 2.9289], [1.1812, -4.5333, 2.3957], [-0.5080, -1.6366, 1.7833], [-1.8321, -1.4378, 1.3929], [-2.7838, -0.9821, 2.2966], [-2.4301, -0.7263, 3.6129], [-1.1205, -0.9349, 4.0259], [-0.1730, -1.3833, 3.1171], [2.7336, -0.7925, -0.4074], [1.0919, -4.4309, -1.5379], [0.1673, -4.7862, -3.7752], [-1.3318, -3.0989, -4.7924], [-1.9026, -1.0428, -3.5277], [-0.9726, -0.6712, -1.3009], [3.1373, -4.0400, -0.3240], [4.2623, -6.0071, 0.6059], [3.4455, -7.0360, 2.7049], [1.4652, -6.0890, 3.8459], [0.3060, -4.1404, 2.9007], [-2.1377, -1.6433, 0.3767], [-3.8026, -0.8232, 1.9666], [-3.1728, -0.3714, 4.3167], [-0.8379, -0.7527, 5.0561], [0.8439, -1.5455, 3.4616]]
}